Entry 1:
{"formula": "C22H43ClF5O4P2", "method": "ωB97M-V with the def2-TZVPD basis set", "largest_force_ev_per_a": 1.64, "gap_ev": 7.687, "molar_mass_da": 563.97, "energy_ha": -2807.28315, "de_lowest_kcal_mol": 0.00, "total_charge": -1, "homo_energy_ev": -4.928, "elements": ["C", "O", "C", "C", "C", "C", "C", "C", "C", "C", "C", "C", "C", "C", "P", "F", "C", "C", "F", "C", "C", "C", "F", "C", "F", "F", "C", "C", "C", "Cl", "P", "O", "O", "O", "H", "H", "H", "H", "H", "H", "H", "H", "H", "H", "H", "H", "H", "H", "H", "H", "H", "H", "H", "H", "H", "H", "H", "H", "H", "H", "H", "H", "H", "H", "H", "H", "H", "H", "H", "H", "H", "H", "H", "H", "H", "H", "H"], "xyz": [[5.1904, 0.9208, 2.3869], [5.9658, 1.4359, 1.3284], [5.2299, 2.3087, 0.4825], [4.1621, 1.6406, -0.3675], [4.7379, 0.6936, -1.4291], [4.8731, -0.7554, -0.9410], [3.5180, -1.5032, -1.0230], [3.2438, -2.4215, 0.1826], [2.2717, -1.8088, 1.2189], [1.1340, -2.7712, 1.5727], [0.1665, -2.9626, 0.3852], [-1.3050, -3.0947, 0.7786], [-1.9558, -1.8857, 1.4913], [-2.8665, -0.9927, 0.6348], [-2.2992, 0.5886, -0.2988], [-1.8260, 1.9360, -1.2520], [-0.6361, 0.7126, 0.5891], [0.2099, 1.9557, 0.3823], [0.9234, 1.9482, -0.8060], [-3.9795, 0.4790, -1.2776], [-4.5278, 1.7699, -1.9038], [-4.5928, 1.7465, -3.4018], [-4.0399, 2.8073, -4.0434], [-5.1062, 0.7703, -4.1653], [-4.4813, 0.2328, -5.2143], [-6.3116, 0.2228, -4.0269], [-3.1960, 1.8456, 0.8983], [-2.7191, 2.0986, 2.3106], [-2.8791, 0.9708, 3.3203], [-3.7170, 3.5136, 2.9870], [-1.3384, -0.5800, -2.0551], [0.1453, -0.6394, -2.1127], [-1.9343, -2.1093, -2.2663], [-1.8468, 0.1743, -3.4297], [4.5236, 0.1233, 2.0474], [5.8770, 0.4957, 3.1178], [4.6028, 1.7154, 2.8600], [4.7698, 3.0851, 1.1112], [5.9586, 2.8066, -0.1594], [3.4639, 1.0764, 0.2559], [3.5938, 2.4354, -0.8519], [4.0939, 0.7161, -2.3116], [5.7167, 1.0610, -1.7570], [5.2480, -0.7449, 0.0832], [5.6061, -1.2492, -1.5825], [2.7313, -0.7575, -1.1458], [3.5427, -2.0926, -1.9412], [4.2024, -2.6246, 0.6688], [2.8597, -3.3750, -0.1834], [1.8566, -0.9133, 0.7543], [2.8184, -1.4919, 2.1107], [1.6143, -3.7357, 1.7756], [0.6343, -2.4830, 2.4998], [0.3430, -2.1918, -0.3658], [0.4421, -3.9059, -0.0968], [-1.9134, -3.4135, -0.0674], [-1.3362, -3.9338, 1.4864], [-1.2062, -1.4104, 2.1218], [-2.6213, -2.3616, 2.2244], [-3.6887, -0.6388, 1.2622], [-3.3689, -1.6474, -0.0820], [0.0069, -0.1278, 0.3232], [-0.7277, 0.6049, 1.6713], [-0.3390, 2.8914, 0.4973], [0.9800, 1.9587, 1.1705], [-4.7365, 0.0706, -0.6053], [-3.9218, -0.2682, -2.0723], [-5.5698, 1.9016, -1.5744], [-4.0233, 2.6945, -1.6371], [-3.1854, 2.8174, 0.4042], [-4.2585, 1.5922, 0.9663], [-1.7059, 2.4886, 2.3716], [-3.8258, 0.4488, 3.1793], [-2.0451, 0.2732, 3.3100], [-2.9284, 1.4041, 4.3199], [-2.6253, -2.1066, -2.9365], [-1.6718, -0.4352, -4.1579]], "mulliken_charge": [-0.337, -0.377, -1.058, 0.805, -1.148, -0.804, -0.073, -1.213, 0.585, -1.340, 0.159, -1.521, -0.285, -1.212, 3.001, -0.920, 0.366, -1.008, -0.350, -1.400, -0.679, 0.325, -0.316, 0.256, -0.246, -0.262, -2.025, 0.532, -1.236, -0.262, 0.864, -0.755, -0.589, -0.455, -0.071, 0.262, 0.311, 0.395, 0.387, -0.507, 0.345, 0.418, 0.481, 0.314, 0.388, -0.034, 0.484, 0.525, 0.433, -0.510, 0.324, 0.494, 0.497, -0.280, 0.596, 0.270, 0.557, -0.155, 0.430, 0.750, 0.649, -1.412, 0.354, 0.411, 0.332, 0.767, 0.341, 0.379, 0.264, 0.394, 0.564, 0.205, 0.229, 0.179, 0.554, 0.322, 0.343]}

=====

Entry 2:
{"formula": "C22H43F6LaN11O5PS2", "method": "ωB97M-V with the def2-TZVPD basis set", "largest_force_ev_per_a": 1.53, "gap_ev": 8.560, "molar_mass_da": 889.66, "energy_ha": -3610.85087, "de_lowest_kcal_mol": 0.00, "total_charge": 2, "homo_energy_ev": -12.966, "elements": ["La", "C", "C", "N", "C", "C", "N", "C", "C", "C", "N", "C", "C", "N", "C", "H", "H", "H", "H", "H", "H", "H", "H", "H", "H", "H", "H", "H", "H", "H", "H", "H", "H", "H", "H", "H", "H", "H", "H", "F", "C", "F", "F", "S", "O", "O", "N", "S", "O", "O", "C", "F", "F", "F", "C", "N", "C", "C", "O", "N", "C", "N", "H", "H", "H", "H", "H", "H", "H", "C", "N", "C", "N", "C", "N", "C", "P", "C", "C", "H", "H", "H", "H", "H", "H", "H", "H", "H", "H", "H", "H"], "xyz": [[0.3910, -0.0773, -0.0582], [3.1057, 2.6614, -0.9395], [3.8383, 1.3382, -0.7682], [3.0037, 0.1226, -0.9317], [3.1636, -0.5437, -2.2508], [2.0866, -0.1616, -3.2417], [0.7574, -0.5434, -2.7392], [-0.3453, -0.2036, -3.6809], [-1.6003, 0.2541, -2.9503], [-1.5396, 1.7100, -2.5229], [-0.2922, 1.9989, -1.7813], [-0.2553, 3.3728, -1.2320], [-0.0613, 3.3555, 0.2690], [1.0958, 2.5116, 0.6434], [2.3896, 3.1661, 0.3066], [2.4328, 2.6190, -1.8004], [3.8497, 3.4189, -1.1982], [4.2752, 1.3073, 0.2331], [4.6770, 1.2868, -1.4664], [3.3291, -0.5527, -0.2467], [3.1408, -1.6218, -2.0875], [4.1433, -0.3098, -2.6752], [2.2963, -0.6331, -4.2074], [2.0968, 0.9185, -3.4207], [0.7402, -1.5562, -2.6374], [-0.5507, -1.0611, -4.3233], [0.0031, 0.5897, -4.3493], [-1.7766, -0.3848, -2.0743], [-2.4766, 0.1028, -3.5818], [-2.3715, 1.9433, -1.8604], [-1.6173, 2.3605, -3.4012], [0.4739, 1.9160, -2.4410], [-1.1821, 3.8967, -1.4705], [0.5429, 3.9416, -1.7137], [-0.9451, 2.9421, 0.7527], [0.0698, 4.3794, 0.6346], [1.0680, 2.4288, 1.6554], [3.0618, 3.0446, 1.1585], [2.2135, 4.2416, 0.2149], [2.3814, -4.5191, -2.1624], [1.8734, -4.9021, -0.9939], [1.0268, -5.8925, -1.1644], [2.8419, -5.2420, -0.1699], [0.9694, -3.4390, -0.3237], [1.9723, -2.4178, -0.0196], [0.0118, -2.9807, -1.3167], [0.2792, -4.0903, 0.9429], [-0.6918, -3.1270, 1.7183], [-0.2318, -1.7392, 1.5098], [-0.9554, -3.5436, 3.0464], [-2.3464, -3.1421, 0.8534], [-2.4027, -2.1992, -0.0950], [-3.2881, -2.8659, 1.7485], [-2.5555, -4.3248, 0.3193], [-5.4635, 0.2153, 3.6720], [-4.1930, 0.4018, 2.9880], [-4.0248, 0.6891, 1.5744], [-2.5204, 0.6208, 1.4615], [-1.9077, 0.7866, 0.3763], [-1.9508, 0.3457, 2.6284], [-2.9839, 0.1906, 3.5032], [-2.7647, -0.1455, 4.7652], [-6.2478, 0.6770, 3.0787], [-5.4462, 0.7159, 4.6400], [-5.6927, -0.8430, 3.8024], [-4.4024, 1.6773, 1.3042], [-4.4987, -0.0588, 0.9351], [-1.8208, -0.3485, 5.0502], [-3.5091, -0.3387, 5.4129], [4.6015, -0.4697, 4.5186], [3.7912, -1.6451, 4.2052], [2.7394, -1.7770, 5.2134], [1.9043, -0.5787, 5.3484], [2.7705, 0.5684, 5.6265], [3.8232, 0.7666, 4.6297], [3.2717, 1.1667, 3.3390], [2.1284, -0.1125, 2.6406], [3.2381, -1.5797, 2.8577], [1.0937, -0.3601, 4.1565], [5.3714, -0.3448, 3.7550], [5.0945, -0.6431, 5.4756], [3.2151, -1.9649, 6.1764], [2.1069, -2.6317, 4.9677], [3.2499, 0.4035, 6.5919], [2.1630, 1.4730, 5.6949], [4.0923, 1.3510, 2.6400], [2.7368, 2.1153, 3.4605], [4.0512, -1.5405, 2.1266], [2.6723, -2.4904, 2.6466], [0.4298, -1.2121, 3.9928], [0.4631, 0.5243, 4.2886]], "mulliken_charge": [2.955, -0.427, -0.950, 0.045, -1.122, -0.772, 0.150, -1.201, 0.141, -1.242, -0.040, -0.977, -0.694, -0.372, -0.715, -0.106, 0.542, 0.294, 0.405, -0.006, 0.314, 0.513, 0.500, 0.412, 0.168, 0.513, 0.447, -0.196, 0.517, 0.604, 0.530, -0.015, 0.541, 0.403, 0.112, 0.660, 0.118, 0.362, 0.423, -0.183, 0.508, -0.172, -0.176, 0.940, -0.548, -0.837, -0.756, 1.129, -0.513, -0.644, 0.712, -0.122, -0.240, -0.226, -1.115, 0.050, -0.596, -0.458, 0.134, 0.055, 0.305, -0.286, 0.387, 0.397, 0.363, 0.431, 0.328, 0.133, 0.230, -1.000, 0.181, -1.022, 0.143, -1.058, 0.164, -1.140, 1.846, -1.366, -1.092, 0.396, 0.332, 0.298, 0.412, 0.343, 0.394, 0.241, 0.477, 0.430, 0.477, 0.027, 0.452]}

=====

Entry 3:
{"formula": "C22H43N2OsP3S", "method": "ωB97M-V with the def2-TZVPD basis set", "largest_force_ev_per_a": 3.51, "gap_ev": [6.175, 4.338], "molar_mass_da": 650.82, "energy_ha": -2484.81421, "s2": 6.061, "total_charge": 4, "multiplicity": 5, "homo_energy_ev": [-18.714, -19.408], "elements": ["Os", "P", "P", "P", "H", "C", "C", "H", "C", "C", "C", "C", "C", "C", "C", "C", "C", "H", "H", "H", "H", "H", "H", "H", "H", "H", "H", "H", "H", "H", "H", "H", "H", "H", "H", "H", "H", "H", "H", "H", "H", "H", "H", "H", "H", "H", "C", "C", "C", "C", "C", "C", "S", "H", "H", "H", "H", "H", "H", "N", "C", "C", "C", "C", "C", "N", "H", "H", "H", "H", "H", "H"], "xyz": [[-0.5770, 0.7469, 0.2349], [-2.0439, 2.2712, -0.1795], [-1.4580, -1.0116, 1.3339], [1.3997, 1.3160, -0.5905], [-1.6498, -4.6107, -1.2789], [-1.2372, -3.7629, -1.8220], [-0.0037, -3.3343, -1.6184], [0.4981, -3.2759, -0.6410], [-3.1858, 1.7278, -1.5036], [-3.0937, 2.6495, 1.2620], [-1.2967, 3.8495, -0.7188], [-0.7987, -2.6509, 1.7368], [-1.7235, -0.3211, 3.0060], [-3.1347, -1.3590, 0.7317], [2.6592, 0.0644, -1.0075], [1.9151, 2.2546, 0.8783], [1.5660, 2.3849, -2.0894], [-1.8115, -3.3446, -2.6601], [0.4562, -2.7921, -2.4359], [-3.7238, 2.6035, -1.9055], [-3.9006, 1.0058, -1.0956], [-2.5989, 1.2504, -2.2981], [-3.5411, 3.6414, 1.1521], [-2.4482, 2.6339, 2.1510], [-3.8752, 1.8861, 1.3752], [-1.9891, 4.6748, -0.5030], [-1.0713, 3.8149, -1.7901], [-0.3614, 4.0016, -0.1557], [-1.4712, -3.1511, 2.4402], [0.1890, -2.5593, 2.2077], [-0.7294, -3.2734, 0.8395], [-2.7834, -0.1297, 3.1647], [-1.1609, 0.6057, 3.1336], [-1.3421, -1.0258, 3.7521], [-3.4425, -2.3628, 1.0486], [-3.1468, -1.3305, -0.3622], [-3.8406, -0.6179, 1.1235], [3.6375, 0.5429, -1.1723], [2.3556, -0.4739, -1.9135], [2.7585, -0.6483, -0.1814], [2.9230, 2.6215, 0.6905], [1.9194, 1.6064, 1.7754], [1.2239, 3.0925, 1.0301], [2.1688, 1.8739, -2.8578], [2.0538, 3.3335, -1.8130], [0.5764, 2.5943, -2.5208], [0.4397, -0.8622, -4.4477], [0.1683, -0.4915, -5.7838], [0.7984, -1.1468, -6.8370], [1.6968, -2.2123, -6.6190], [2.0595, -2.4861, -5.2940], [1.4849, -1.8040, -4.2377], [-0.3959, -0.2209, -3.1038], [-0.4734, 1.6063, 1.5966], [-0.5397, 0.3126, -5.9983], [0.5850, -0.8710, -7.8715], [2.1045, -2.7917, -7.4570], [2.7957, -3.2639, -5.1034], [1.8513, -2.0138, -3.2433], [2.0215, -1.5130, 3.2007], [1.9058, -0.5738, 4.2044], [1.9141, -0.9885, 5.5482], [1.5840, -0.0518, 6.5134], [1.3129, 1.2575, 6.1084], [1.4347, 1.5799, 4.7511], [1.6918, 0.6910, 3.7865], [2.1877, -1.1435, 2.2713], [2.4992, -2.3744, 3.4200], [2.1239, -2.0267, 5.7835], [1.5528, -0.2929, 7.5691], [1.0413, 2.0396, 6.8045], [1.2959, 2.6295, 4.4857]], "mulliken_spin": [0.735, -0.008, 0.103, 0.106, 0.000, 0.001, 0.033, 0.004, 0.015, 0.011, 0.034, 0.005, 0.016, 0.010, 0.003, 0.007, 0.033, 0.001, -0.004, 0.000, -0.002, -0.004, 0.002, 0.002, -0.004, 0.003, -0.009, 0.006, 0.004, -0.009, -0.002, 0.001, 0.011, 0.003, 0.004, 0.003, -0.002, -0.001, 0.001, -0.002, 0.008, -0.010, -0.003, 0.005, 0.000, -0.002, 0.073, 0.286, 0.302, 0.072, 0.208, 0.178, 0.734, -0.045, 0.005, 0.004, 0.007, -0.002, 0.075, 0.284, 0.172, 0.166, -0.047, 0.233, 0.167, 0.033, -0.018, -0.009, 0.003, 0.004, 0.004, 0.010]}